Record 1
{"formula": "C2H5I2N", "method": "ωB97M-V/def2-TZVPD", "homo_energy_ev": -8.7, "e_above_lowest_kcal_mol": 23.74, "gap_ha": 0.3068, "e_tot_ha": -729.265793, "symbols": ["C", "C", "N", "I", "I", "H", "H", "H", "H", "H"], "coordinates": [[0.688, -0.135, 0.854], [-0.163, 0.183, -1.701], [0.953, 0.000, -0.621], [0.792, 0.043, -3.633], [2.577, 1.389, -0.737], [1.416, -0.712, 1.301], [0.629, 0.887, 1.241], [-0.240, -0.745, 0.904], [-0.650, 1.083, -1.432], [-0.993, -0.599, -1.593]], "forces_ev_per_a": [[-2.928, 1.089, -2.926], [1.101, -1.433, 2.533], [0.772, -0.438, -1.005], [-0.807, 0.124, 0.709], [-1.098, -0.669, -0.212], [1.926, -0.933, 0.836], [-0.459, -0.501, 0.720], [0.204, 0.739, 0.356], [-0.424, 1.472, -0.861], [1.712, 0.551, -0.149]]}

---

Record 2
{"formula": "C22H35AsN5S2W", "method": "ωB97M-V/def2-TZVPD", "homo_energy_ev": [-10.8, -11.4], "e_above_lowest_kcal_mol": 13.03, "spin_multiplicity": 3, "gap_ha": [0.2489, 0.2741], "e_tot_ha": -4232.083633, "charge": 1, "symbols": ["W", "C", "N", "C", "C", "C", "C", "C", "C", "C", "C", "H", "H", "H", "H", "H", "H", "H", "H", "H", "H", "H", "H", "S", "C", "C", "N", "C", "S", "C", "N", "C", "As", "C", "C", "H", "H", "H", "H", "H", "H", "H", "H", "H", "C", "C", "N", "C", "C", "C", "C", "N", "H", "H", "H", "H", "H", "H", "H", "H", "H", "H", "H", "H", "H", "H"], "coordinates": [[0.718, 0.310, 0.692], [1.230, -2.293, -1.238], [1.943, -1.451, -0.233], [3.178, -0.996, -0.872], [2.334, -2.265, 0.991], [2.865, -1.341, 2.058], [3.953, -1.709, 2.860], [4.470, -0.790, 3.749], [3.893, 0.504, 3.840], [2.801, 0.843, 3.047], [2.265, -0.084, 2.149], [1.638, -3.281, -1.305], [1.318, -1.799, -2.206], [0.183, -2.297, -0.947], [3.777, -1.813, -1.290], [3.810, -0.524, -0.140], [2.927, -0.247, -1.622], [3.118, -3.012, 0.732], [1.434, -2.802, 1.278], [4.374, -2.735, 2.726], [5.306, -1.107, 4.411], [4.286, 1.202, 4.506], [2.352, 1.819, 3.154], [1.973, 2.120, -0.299], [0.688, 3.273, -0.558], [0.970, 4.222, -1.581], [1.344, 4.934, -2.404], [-0.425, 3.242, 0.198], [-0.577, 2.065, 1.471], [-1.376, 4.288, 0.219], [-2.102, 5.162, 0.256], [-0.729, -0.159, 4.139], [-0.847, -1.054, 2.429], [-2.745, -1.104, 2.257], [-0.413, -2.870, 2.952], [-1.390, -0.737, 4.789], [-1.198, 0.839, 4.031], [0.269, -0.094, 4.455], [-3.152, -1.419, 3.215], [-3.179, -1.753, 1.491], [-3.058, -0.072, 2.045], [-0.990, -3.175, 3.808], [0.667, -2.859, 3.175], [-0.601, -3.587, 2.171], [-3.933, 1.550, -3.824], [-3.512, 0.228, -3.243], [-2.056, 0.217, -2.854], [-1.165, 0.123, -3.981], [-0.416, 1.370, -4.289], [-1.639, 0.210, -1.603], [-2.719, 0.338, -0.573], [-0.389, 0.139, -1.212], [-5.032, 1.553, -3.877], [-3.518, 1.719, -4.812], [-3.625, 2.406, -3.186], [-3.649, -0.621, -3.943], [-4.154, 0.010, -2.409], [-1.711, -0.247, -4.856], [-0.479, -0.685, -3.753], [-1.095, 2.207, -4.373], [0.141, 1.267, -5.229], [0.323, 1.667, -3.525], [-3.241, -0.584, -0.617], [-3.401, 1.170, -0.791], [-2.261, 0.537, 0.394], [0.231, 0.030, -2.045]], "forces_ev_per_a": [[0.250, 0.684, -0.037], [-0.443, 1.043, 0.599], [0.264, -0.850, 0.378], [0.518, 0.567, -0.164], [0.367, -0.112, -0.610], [0.078, -0.178, 0.051], [-0.276, -0.782, -0.734], [0.260, 0.413, 0.846], [-0.358, -1.927, -1.122], [0.346, -0.283, 0.474], [-0.410, -0.164, -0.725], [0.338, -0.586, 0.048], [-0.044, -0.168, 0.030], [-0.114, -0.458, -0.161], [-0.379, -0.106, -0.143], [0.181, 0.352, 0.338], [0.178, -0.159, -0.191], [-0.527, 0.324, -0.128], [0.000, -0.092, 0.118], [-0.205, 1.004, 0.322], [-0.652, 0.537, -0.590], [0.634, 1.039, 1.043], [0.040, 0.170, -0.057], [-0.103, -0.390, -0.171], [0.565, -0.601, -0.189], [0.217, 0.488, -0.078], [-0.269, -0.106, 0.042], [0.181, 0.137, 0.542], [-0.370, -0.100, 0.255], [0.816, -0.737, -0.330], [-1.239, 1.217, 0.038], [-2.215, 0.314, -0.702], [0.755, -0.340, -0.319], [-0.939, 0.353, -0.089], [0.831, 0.306, -0.060], [0.408, 0.062, 0.255], [0.471, -0.410, 0.076], [1.272, 0.070, 0.588], [-0.075, 0.060, 0.126], [0.457, 0.065, 0.029], [-0.151, -0.383, 0.306], [-0.147, 0.056, 0.481], [-0.497, -0.195, 0.191], [-0.059, -0.139, -0.465], [-0.322, 0.671, 0.177], [0.803, -0.490, -0.034], [-1.537, -0.218, -0.690], [0.509, -1.062, -0.196], [0.947, 0.975, -0.181], [-0.770, 0.753, 0.777], [0.787, 1.025, -0.008], [0.970, -0.563, -1.146], [0.335, 0.140, -0.211], [-0.038, 0.030, -0.182], [-0.179, -0.562, -0.232], [0.095, 0.559, 0.197], [0.099, -0.164, 0.433], [-0.122, 0.285, 0.257], [0.432, -0.373, -0.093], [-0.171, 0.276, -0.204], [-0.201, 0.030, 0.174], [-0.278, -0.268, -0.110], [-0.787, -0.809, 0.463], [0.180, -0.262, -0.025], [-0.219, -0.261, -0.312], [-0.489, 0.292, 1.033]]}